{
  "formula": "C47H133N17O14",
  "method": "the ωB97M-V functional and the def2-TZVPD basis",
  "homo_lumo_gap_ev": 8.45,
  "homo_energy_ha": -0.3184,
  "max_force_ev_per_a": 6.64,
  "de_lowest_kcal_mol": 181.96,
  "total_charge": 0,
  "symbols": ["C", "O", "N", "N", "H", "H", "H", "H", "C", "O", "N", "N", "H", "H", "H", "H", "C", "O", "N", "N", "H", "H", "H", "H", "C", "C", "C", "O", "C", "N", "H", "H", "H", "H", "H", "H", "H", "H", "H", "H", "H", "C", "C", "C", "O", "C", "N", "H", "H", "H", "H", "H", "H", "H", "H", "H", "H", "H", "C", "C", "C", "O", "C", "N", "H", "H", "H", "H", "H", "H", "H", "H", "H", "H", "H", "C", "C", "C", "O", "C", "N", "H", "H", "H", "H", "H", "H", "H", "H", "H", "H", "H", "C", "C", "C", "O", "C", "N", "H", "H", "H", "H", "H", "H", "H", "H", "H", "H", "H", "C", "C", "C", "O", "C", "N", "H", "H", "H", "H", "H", "H", "H", "H", "H", "H", "H", "C", "C", "C", "O", "C", "N", "H", "H", "H", "H", "H", "H", "H", "H", "H", "H", "H", "C", "C", "C", "O", "C", "N", "H", "H", "H", "H", "H", "H", "H", "H", "H", "H", "H", "C", "C", "C", "O", "C", "N", "H", "H", "H", "H", "H", "H", "H", "H", "H", "H", "H", "C", "C", "C", "O", "C", "N", "H", "H", "H", "H", "H", "H", "H", "H", "H", "H", "H", "C", "C", "C", "O", "C", "N", "H", "H", "H", "H", "H", "H", "H", "H", "H", "H", "H"],
  "xyz": [[-2.47134, 3.35339, -4.42211], [-2.09641, 2.44363, -3.69954], [-2.09455, 4.55116, -4.31775], [-3.03067, 3.25715, -5.59210], [-2.58918, 5.26770, -4.82963], [-1.73075, 4.65313, -3.38108], [-3.35406, 2.36875, -5.94743], [-3.00381, 4.05842, -6.20638], [0.80657, 2.81017, -6.41470], [1.89243, 3.02237, -6.86817], [0.60224, 2.27353, -5.27474], [-0.27784, 3.31033, -6.88522], [1.39013, 1.73012, -4.95221], [-0.28172, 2.37445, -4.79669], [-1.17449, 3.27303, -6.42185], [-0.26479, 3.68769, -7.82199], [2.50495, 4.61661, -3.21688], [2.92213, 5.02973, -2.13138], [1.33371, 4.76202, -3.74221], [3.24206, 3.91553, -4.05768], [1.17651, 4.17946, -4.55215], [0.81405, 5.47915, -3.25665], [2.87699, 3.78625, -4.99047], [4.17748, 3.76381, -3.70827], [3.55449, -3.97806, 6.73461], [3.44107, -2.48624, 7.06430], [2.37698, -1.66693, 6.21402], [2.90658, -1.37894, 4.84034], [2.18635, -0.41073, 4.15812], [3.14864, -2.37408, 8.47440], [3.56185, -4.23489, 5.67532], [2.92197, -4.68927, 7.26584], [4.57888, -4.16435, 7.05711], [4.42402, -2.07233, 6.83938], [2.37523, -0.75059, 6.80428], [1.38754, -2.12359, 6.23773], [2.29899, 0.48880, 4.76332], [1.15002, -0.74681, 4.12388], [2.65720, -0.28426, 3.18323], [3.81314, -2.97823, 8.93650], [3.48908, -1.44543, 8.67886], [-4.12606, -1.72969, 3.25213], [-5.34880, -1.76825, 4.20063], [-5.64645, -0.38157, 4.86557], [-6.46973, -0.44411, 5.98743], [-6.42920, 0.75600, 6.79012], [-6.42288, -2.19564, 3.33567], [-3.85605, -2.73388, 2.92533], [-3.23237, -1.43485, 3.80213], [-4.09876, -1.19805, 2.30097], [-5.21188, -2.48170, 5.01325], [-6.12730, 0.19544, 4.07566], [-4.68540, 0.03999, 5.16011], [-7.15014, 0.76642, 7.60758], [-6.66907, 1.60146, 6.14533], [-5.42497, 0.77174, 7.21365], [-6.46535, -1.56345, 2.54913], [-7.18303, -2.00659, 3.97327], [-4.94293, 0.40121, -4.06235], [-3.82296, -0.63103, -4.09028], [-3.08966, -0.62964, -5.51574], [-4.04794, -0.79727, -6.56627], [-3.68162, -1.69440, -7.64073], [-2.89952, -0.23980, -3.07151], [-5.79004, 0.20068, -4.71832], [-4.61364, 1.39758, -4.35716], [-5.47111, 0.45929, -3.11064], [-4.35753, -1.58094, -4.08539], [-2.31347, -1.38996, -5.60259], [-2.59535, 0.32977, -5.66833], [-4.46139, -1.75338, -8.40005], [-3.39931, -2.69625, -7.31715], [-2.80437, -1.34350, -8.18424], [-3.45951, -0.15584, -2.23517], [-2.69275, 0.72784, -3.27402], [4.83543, 0.73912, -0.78989], [5.13966, -0.70013, -0.62023], [6.49429, -1.15888, -1.37134], [6.67597, -2.54678, -1.24190], [7.86633, -2.98331, -1.86370], [5.34328, -1.01038, 0.75765], [5.73215, 1.35366, -0.86946], [4.21454, 1.14432, 0.00911], [4.36730, 0.75015, -1.77419], [4.30226, -1.27542, -1.01507], [7.36214, -0.77484, -0.83520], [6.44353, -0.90108, -2.42920], [8.01262, -2.64094, -2.88815], [7.93541, -4.07070, -1.83332], [8.77510, -2.62919, -1.37706], [6.08488, -1.69336, 0.69710], [5.80295, -0.18655, 1.11834], [2.99018, -1.24913, -3.90858], [2.34548, -2.31322, -4.85693], [1.37560, -1.88944, -5.96770], [1.02993, -2.99583, -6.72939], [0.10737, -2.82312, -7.77630], [3.49525, -2.88224, -5.53608], [3.23138, -0.29215, -4.37132], [3.87516, -1.56153, -3.35422], [2.35285, -0.94283, -3.07907], [1.91956, -3.10914, -4.24602], [1.73440, -1.11989, -6.65119], [0.46823, -1.41288, -5.59665], [-0.79957, -2.31568, -7.44756], [-0.21841, -3.73626, -8.27444], [0.59157, -2.22861, -8.55103], [3.13946, -3.62006, -6.12696], [3.97340, -2.25828, -6.17023], [-1.29204, 4.25527, 0.33343], [-2.36992, 4.06986, -0.83236], [-3.64922, 3.27172, -0.56944], [-3.35137, 2.20624, 0.34961], [-4.33921, 1.99891, 1.33300], [-2.64055, 5.39783, -1.42130], [-0.83041, 3.27491, 0.45126], [-1.66614, 4.52560, 1.32089], [-0.52555, 5.02425, 0.23725], [-1.83676, 3.50149, -1.59446], [-4.13497, 2.76916, -1.40585], [-4.46076, 3.93035, -0.26007], [-4.64606, 2.90956, 1.84746], [-4.00718, 1.19131, 1.98540], [-5.28960, 1.68700, 0.89991], [-2.87849, 6.06470, -0.70104], [-1.72679, 5.73703, -1.68605], [-1.59385, 3.05681, 5.16483], [-0.97321, 2.41262, 6.36174], [-0.77797, 0.89363, 6.33778], [-2.07663, 0.32497, 6.23418], [-2.69206, -0.02503, 7.43362], [0.35958, 2.94820, 6.47542], [-1.00327, 2.71749, 4.31385], [-1.79978, 4.12711, 5.17739], [-2.56835, 2.63596, 4.91719], [-1.48646, 2.70639, 7.27737], [-0.24824, 0.65679, 7.26049], [-0.21521, 0.65316, 5.43580], [-3.61578, -0.53643, 7.16287], [-2.91470, 0.69697, 8.21926], [-2.04093, -0.72624, 7.95557], [0.31752, 3.95580, 6.53089], [0.69643, 2.48663, 7.30824], [1.53646, 1.44019, -1.71903], [0.52358, 0.26994, -1.67947], [-0.66032, 0.43566, -0.71028], [-0.16280, 0.45793, 0.67411], [-1.17100, 0.23125, 1.69088], [0.02606, 0.18355, -2.98727], [0.98876, 2.32356, -2.04735], [2.31182, 1.07968, -2.39500], [1.89155, 1.55292, -0.69468], [1.04210, -0.66305, -1.45863], [-1.34607, -0.38473, -0.92194], [-1.24836, 1.31782, -0.96349], [-1.80521, -0.61773, 1.43574], [-1.78353, 1.13214, 1.65475], [-0.76926, 0.25609, 2.70384], [-0.41339, 1.06892, -3.19490], [-0.80089, -0.39214, -3.05681], [2.16043, 3.45908, 2.95103], [3.49073, 3.18959, 2.23568], [3.96746, 4.06762, 1.01014], [5.32060, 3.67719, 0.67933], [5.82756, 4.16740, -0.57194], [4.44893, 3.38964, 3.33626], [2.02516, 2.89431, 3.87344], [1.35326, 3.34195, 2.22794], [2.25055, 4.48510, 3.30778], [3.58886, 2.16091, 1.88887], [4.00264, 5.13776, 1.21422], [3.39701, 3.88310, 0.09984], [5.56075, 5.19765, -0.80754], [5.45530, 3.51168, -1.35906], [6.91308, 4.06876, -0.56718], [4.35904, 2.63444, 4.00085], [5.38479, 3.17497, 3.02290], [0.46612, -4.10644, 4.35744], [0.64464, -4.51532, 2.96024], [0.97043, -3.23172, 2.12743], [1.11424, -3.77127, 0.87450], [0.94575, -2.77261, -0.15698], [1.74688, -5.45601, 2.95271], [-0.00366, -4.99895, 4.77077], [-0.09127, -3.17939, 4.49160], [1.42526, -3.94877, 4.85069], [-0.22688, -5.08947, 2.64576], [1.83511, -2.61842, 2.38098], [0.10876, -2.56701, 2.06580], [1.25061, -3.16429, -1.12742], [1.63006, -1.94767, 0.04120], [-0.09635, -2.46812, -0.25407], [2.58756, -5.02760, 3.31301], [2.06119, -5.61275, 2.00574], [-2.54156, -3.76379, 0.15106], [-3.47327, -4.39368, -0.80235], [-2.82569, -4.03989, -2.29162], [-1.40365, -4.39478, -2.38450], [-0.95773, -3.83585, -3.58935], [-3.53578, -5.87059, -0.64555], [-1.58278, -4.27354, 0.24585], [-3.10055, -3.90320, 1.07637], [-2.35046, -2.71827, -0.09076], [-4.52636, -4.12874, -0.70793], [-3.06657, -3.01985, -2.59095], [-3.28550, -4.70591, -3.02175], [0.06488, -4.16975, -3.76510], [-0.88627, -2.74840, -3.61013], [-1.57668, -4.23548, -4.39266], [-3.78490, -6.23487, 0.26293], [-2.57390, -6.15547, -0.76273]],
  "forces_ev_per_a": [[0.564, -2.873, -0.835], [-0.246, -0.899, 0.800], [2.399, 5.370, 3.078], [-2.952, -2.506, -4.008], [0.345, 0.287, 0.852], [-0.002, 1.388, -0.145], [-0.097, 0.189, -0.075], [-0.470, -0.513, -0.013], [0.812, 1.311, -0.280], [3.208, -0.158, -1.781], [0.466, -2.853, 4.356], [-4.498, 2.508, -3.696], [-0.512, -0.098, 0.879], [0.335, -0.775, 0.228], [0.438, -0.408, -0.284], [0.089, 0.113, 0.284], [2.809, -0.035, 1.944], [-0.602, 0.196, -0.192], [-3.461, 1.582, 0.315], [2.275, -1.263, -0.297], [-1.219, 0.762, 0.241], [-0.817, -0.388, -0.822], [1.104, -0.395, -0.247], [-0.010, -0.328, -0.869], [1.155, 0.000, -0.211], [-1.313, -0.949, -2.257], [2.352, 0.209, -0.221], [0.207, -2.274, 2.707], [0.073, 0.140, 0.765], [0.043, 0.749, 0.006], [-0.218, 0.303, -0.053], [-0.388, 0.455, 0.072], [0.134, -0.695, 0.077], [-0.021, 0.338, -0.351], [-0.535, 0.638, -0.380], [0.007, -0.056, -0.340], [-0.510, 0.680, -0.347], [-0.357, 0.430, -0.517], [-0.302, 0.004, -0.071], [-0.036, -0.277, 0.353], [-0.249, 0.369, 0.762], [1.511, -0.679, 1.281], [0.934, 1.200, -1.162], [1.110, -0.550, -0.658], [-1.126, -0.349, 1.017], [0.342, -0.798, -0.849], [-0.779, -0.494, 1.198], [-0.422, -0.322, 0.197], [0.139, 0.383, 0.059], [-0.902, 0.633, 0.230], [0.199, -0.213, -0.137], [0.088, 0.610, -0.125], [0.225, 0.401, -0.162], [-0.117, -0.627, -0.222], [0.346, 0.308, 0.078], [0.035, 0.701, 0.030], [-0.273, 0.168, -0.052], [-1.271, -0.277, -0.747], [-1.394, 0.264, -1.038], [-0.836, 0.955, -2.968], [-0.916, -0.043, 0.447], [-0.114, -0.755, -0.495], [0.583, 0.625, 0.303], [0.231, -1.174, 0.657], [0.177, -0.347, -0.514], [0.226, 0.114, 0.307], [0.552, 0.017, 0.473], [0.695, -0.537, 0.909], [0.018, -0.229, 0.397], [0.213, 0.280, 0.139], [-0.354, 0.116, 0.517], [-0.356, -0.126, 0.438], [0.229, 0.419, 0.048], [0.144, -0.231, 0.611], [0.390, 0.270, -0.108], [0.256, 0.446, -1.339], [1.751, -1.245, -0.920], [-1.557, 0.329, 0.313], [-0.228, -0.901, -0.422], [0.519, -0.189, 0.135], [0.319, -0.279, 0.876], [0.146, -0.006, 0.244], [-0.186, -0.123, -0.263], [-0.378, 0.868, 0.074], [0.062, -0.357, -0.095], [0.011, 1.182, -0.237], [0.293, 0.308, -0.189], [-0.623, 0.007, -0.325], [-0.408, 0.055, -0.030], [0.028, 0.310, 0.604], [-0.063, -0.672, 0.960], [0.088, 0.173, 0.616], [-1.333, 0.676, 0.637], [1.886, 1.050, -0.278], [-1.306, 1.552, 0.524], [-0.256, -2.326, -0.131], [0.330, 0.919, -0.123], [0.529, -1.647, -0.190], [0.105, -0.083, -0.558], [0.195, -0.714, -0.716], [-0.580, -0.167, -0.260], [-0.208, 0.077, -0.091], [0.976, 0.280, 0.069], [-0.424, -0.048, 0.609], [-0.074, 0.216, 0.181], [0.446, -0.420, 0.589], [-0.134, 0.357, -0.252], [0.192, -0.300, -0.172], [-0.136, 0.529, 0.152], [-1.171, -1.372, 0.338], [1.621, 0.945, 0.376], [-0.126, -0.430, 0.911], [-0.210, 0.798, 0.148], [-0.635, -0.171, -0.436], [-0.279, -0.228, -0.404], [0.368, 0.102, 0.218], [-0.792, -0.237, 0.043], [0.016, -0.094, -1.143], [0.116, 0.036, -0.105], [0.675, 0.239, -0.869], [0.081, 0.242, 0.870], [0.639, 0.202, 0.473], [0.089, 0.341, 0.186], [-0.165, -0.429, -0.435], [-0.460, -0.053, 0.357], [0.240, 0.220, -0.236], [-1.246, -1.358, -1.254], [0.394, 0.848, 0.536], [-1.701, 1.592, -0.595], [0.294, 0.051, -0.269], [0.171, -1.390, 0.560], [0.716, -0.405, -0.192], [0.340, 0.678, -0.288], [0.733, 0.076, 0.274], [-0.284, -0.253, 0.361], [-0.790, -0.348, 0.126], [0.044, -0.656, -0.003], [0.093, -0.312, 0.179], [0.012, -0.026, 0.135], [-0.001, 1.009, -0.514], [-0.013, -0.493, 0.110], [0.386, 0.003, 0.446], [0.886, 0.864, 0.313], [-0.938, -1.529, 1.173], [0.335, 0.754, 1.271], [1.131, -0.164, 1.277], [-0.532, -0.622, -0.557], [-0.062, 1.693, -1.413], [-1.022, -0.050, -2.338], [0.338, 0.226, -0.148], [0.101, 0.725, 0.017], [0.377, 0.432, -0.165], [0.072, 0.093, 0.284], [-0.049, -0.477, 0.504], [0.135, 0.498, 0.199], [0.180, -0.338, 0.309], [-0.481, -0.090, 0.104], [0.530, -0.678, -0.269], [0.185, 0.471, -0.169], [-0.017, -0.764, 0.169], [0.334, 0.800, -1.410], [1.234, 0.173, 0.481], [0.268, -0.597, 0.051], [0.298, 0.194, 0.335], [-0.460, -0.679, 0.485], [1.140, -0.199, 0.024], [0.025, -0.505, -0.369], [-0.435, 0.004, 0.378], [-0.386, 0.237, -0.202], [-0.438, -0.266, -0.235], [-0.385, 0.122, 0.277], [-0.618, 0.083, 0.175], [-0.195, 0.051, 0.224], [-0.173, 0.149, -0.306], [-0.011, 0.028, 0.287], [-0.715, -0.084, 0.413], [0.408, 0.489, -0.589], [-0.346, -0.373, 1.583], [1.753, 1.778, -0.208], [-1.681, -1.354, -0.093], [0.305, 0.357, -3.420], [0.853, -0.852, 0.312], [0.750, -0.618, -0.574], [-0.211, 0.473, 1.028], [-0.463, -0.224, 0.001], [0.042, -0.075, -0.048], [-0.148, 0.646, -0.688], [0.320, -0.282, 0.704], [-0.406, 0.308, 0.602], [-0.017, -0.455, 0.104], [-0.256, 0.335, 0.216], [-0.009, 0.256, 0.289], [0.015, 0.353, 0.694], [-0.483, -0.363, -0.525], [-0.428, 0.301, 1.551], [1.234, -1.292, -2.983], [-1.048, -2.263, 1.319], [-1.648, 1.432, 0.923], [1.036, -0.707, -0.379], [0.870, 0.222, -1.021], [-0.063, -0.101, -0.248], [0.593, 0.644, 0.710], [-0.142, 0.171, 0.274], [0.216, 0.964, -0.308], [0.516, 0.301, 0.311], [-0.456, 0.014, -0.099], [-0.018, -0.274, 0.055], [-0.526, 0.274, 0.180], [-0.050, 0.311, -0.430], [-0.324, 0.602, 0.342], [0.228, -0.534, -0.186]],
  "lowdin_charge": [-0.7821, 0.0101, 0.2092, 0.1676, 0.1426, 0.0885, 0.1168, 0.1266, -0.8464, 0.0576, 0.1891, 0.1929, 0.1220, 0.0778, 0.0591, 0.1291, -0.7702, 0.0097, 0.1743, 0.1803, 0.0704, 0.1178, 0.0768, 0.1174, -0.0681, -0.4413, -0.1217, -0.2049, -0.1398, 0.0283, 0.0648, 0.0826, 0.0701, 0.1302, 0.1006, 0.1093, 0.0759, 0.0669, 0.0930, 0.0697, 0.0682, -0.0662, -0.4028, -0.2266, -0.1923, -0.0672, 0.0283, 0.0597, 0.0676, 0.0601, 0.1421, 0.1218, 0.1017, 0.0874, 0.0872, 0.0648, 0.0655, 0.0678, -0.0673, -0.3936, -0.1529, -0.1967, -0.0908, 0.0498, 0.0767, 0.0576, 0.0801, 0.1339, 0.1012, 0.1003, 0.0863, 0.0837, 0.0704, 0.0832, 0.0250, -0.0648, -0.4391, -0.1821, -0.1967, -0.1185, 0.0515, 0.0775, 0.0710, 0.0666, 0.1178, 0.1239, 0.1198, 0.0841, 0.0897, 0.0808, 0.0582, 0.0712, -0.0432, -0.3639, -0.2248, -0.1975, -0.0913, 0.0205, 0.0736, 0.0636, 0.0273, 0.1189, 0.1246, 0.0999, 0.0536, 0.0925, 0.0897, 0.0626, 0.0755, -0.0228, -0.3725, -0.1618, -0.2203, -0.1066, 0.0168, 0.0526, 0.0706, 0.0739, 0.0862, 0.1174, 0.1177, 0.0902, 0.0683, 0.0830, 0.0750, 0.0518, -0.0550, -0.4735, -0.1696, -0.1882, -0.1257, 0.0336, 0.0757, 0.0828, 0.0687, 0.1329, 0.1244, 0.1100, 0.0760, 0.0879, 0.0887, 0.0812, 0.0688, -0.0179, -0.4436, -0.1522, -0.1914, -0.0762, 0.0534, 0.0750, 0.0475, 0.0739, 0.0967, 0.0969, 0.1008, 0.0708, 0.0529, 0.0761, 0.0250, 0.0317, -0.0601, -0.3997, -0.1463, -0.2322, -0.1022, 0.0219, 0.0507, 0.0631, 0.0762, 0.1059, 0.1249, 0.0963, 0.0849, 0.0555, 0.0849, 0.0596, 0.0581, -0.0804, -0.4317, -0.2078, -0.1960, -0.0709, 0.0487, 0.0893, 0.0792, 0.0509, 0.1392, 0.1264, 0.1108, 0.0891, 0.0823, 0.0649, 0.0654, 0.0675, -0.0901, -0.3781, -0.1320, -0.1862, -0.1322, 0.0269, 0.0792, 0.0694, 0.0678, 0.1297, 0.0869, 0.1072, 0.0786, 0.0735, 0.0894, 0.0642, 0.0606]
}